Entry from OMol25: a cluster of 4 separate species, C21H22O20P2 in total (the ωB97M-V functional and the def2-TZVPD basis).

XYZ file:
```
65
Properties=species:S:1:pos:R:3:forces:R:3
C -4.5654 5.3132 0.6372 0.892 0.048 0.251
C -3.0607 5.0659 -0.0512 -1.460 -0.262 0.475
O -2.0912 5.3964 1.0145 1.869 -0.707 -2.256
C -0.6877 5.1836 0.5288 -2.445 1.769 -0.425
O -0.3609 3.7856 0.8357 3.789 -0.201 0.167
P 1.3442 3.4992 0.9893 3.528 3.772 1.500
O 2.2613 4.7840 0.9495 -3.836 -4.502 -0.276
O 1.5757 2.7847 2.5996 -2.359 1.811 -2.784
O 2.0151 2.3514 -0.1349 -3.867 -0.424 3.045
P 0.8909 1.0919 -0.5555 -1.596 -0.986 -5.157
O 0.2920 1.4537 -1.9984 3.414 0.275 11.124
O -0.3257 0.7521 0.6444 4.172 1.224 -1.358
O 1.8443 -0.3708 -0.7875 -2.248 2.559 2.299
H -5.4007 4.8883 -0.0893 1.759 0.994 1.697
H -4.5641 4.7631 1.6953 -0.116 0.993 -2.503
H -4.7310 6.4672 0.8897 0.353 -2.554 -0.849
H -2.9498 3.9178 -0.3196 -0.225 2.400 0.338
H -2.9178 5.7614 -1.0095 -0.203 -1.527 2.077
H -0.0447 5.9861 1.0857 -0.959 -1.964 -1.134
H -0.7444 5.3213 -0.6376 0.641 -0.273 2.303
H 1.0115 3.3971 3.1838 1.120 -1.272 -1.054
H 0.0710 0.9200 1.5496 -0.850 -0.399 -0.808
H 1.6626 -1.0399 -0.0612 0.386 0.894 -1.108
O 0.3975 -0.9240 -5.6750 -0.636 0.576 0.109
C -0.5836 -0.2059 -5.8324 0.377 -0.759 -0.572
C -1.4485 -0.3071 -7.0182 0.304 -0.155 0.139
C -2.4997 0.5014 -7.1669 -0.694 -0.559 -1.608
O -3.3184 0.4099 -8.2776 0.582 0.706 1.668
C -2.8329 1.5324 -6.1460 -0.330 0.818 0.779
O -3.7947 2.2733 -6.3194 0.466 -0.608 -0.239
C -1.9825 1.6176 -4.9487 -0.545 0.179 -0.409
C -0.9333 0.8069 -4.7982 1.171 0.159 1.539
O -0.1310 0.8794 -3.6743 -2.436 -2.165 -7.439
H -1.1935 -1.0594 -7.7535 -0.020 0.045 0.022
H -4.0052 1.1008 -8.1530 0.299 -0.265 -0.026
H -2.2468 2.3598 -4.2060 0.036 -0.040 -0.050
H 0.5593 0.1927 -3.8018 -0.246 0.308 0.102
O -0.8148 0.0999 3.0908 0.021 -0.692 0.675
C -1.0063 -0.7045 3.9960 -0.132 0.895 0.209
C -1.4049 -0.2844 5.3485 0.122 0.125 -0.538
C -1.5892 -1.1847 6.3160 -0.554 1.060 1.678
O -1.9665 -0.7970 7.5886 0.552 -1.292 -1.590
C -1.3961 -2.6394 6.0657 0.018 -1.207 0.268
O -1.5549 -3.4415 6.9798 0.051 0.893 -0.551
C -1.0211 -3.0617 4.7074 -0.070 -0.056 0.329
C -0.8402 -2.1618 3.7388 0.444 -1.023 -1.511
O -0.4901 -2.5515 2.4591 -0.385 1.301 1.451
H -1.5396 0.7764 5.5171 0.007 -0.061 -0.008
H -2.0335 -1.6292 8.1057 0.030 0.327 -0.187
H -0.9015 -4.1239 4.5350 -0.005 0.071 0.015
H -0.4172 -1.7188 1.9436 -0.115 -0.367 0.124
O 6.4317 -6.3816 0.4816 -0.696 0.692 0.184
C 5.4505 -5.6635 0.3242 0.564 -0.888 -0.571
C 4.5856 -5.7647 -0.8616 0.306 -0.090 0.243
C 3.5344 -4.9562 -1.0103 -0.846 -0.526 -1.707
O 2.7158 -5.0477 -2.1210 0.644 0.738 1.819
C 3.2012 -3.9252 0.0105 -0.244 0.677 0.650
O 2.2394 -3.1843 -0.1629 0.404 -0.475 -0.125
C 4.0516 -3.8400 1.2078 -0.396 0.160 -0.285
C 5.1008 -4.6507 1.3584 0.835 0.501 1.783
O 5.9032 -4.5782 2.4823 -0.692 -0.668 -1.847
H 4.8407 -6.5170 -1.5969 -0.010 0.055 0.039
H 2.0289 -4.3569 -1.9964 0.280 -0.281 -0.126
H 3.7873 -3.0978 1.9505 0.032 -0.044 -0.044
H 6.5934 -5.2649 2.3547 -0.255 0.270 0.045
```
Positions in Å, forces in eV/Å.

* charge: 0
* E_LUMO: -0.081 Eh
* E_HOMO: -0.341 Ha
* total energy: -3000.889549 hartree
* 2S+1: 1
* HOMO-LUMO gap: 0.260 hartree